Here is a 8-piece molecular cluster, C40H102N6O16 overall from OMol25. Energies are from ωB97M-V with the def2-TZVPD basis set.

Element x y z (Å)
1 C 1.414 -5.797 6.891
2 O 0.050 -6.176 6.998
3 C -0.695 -6.628 5.845
4 C -0.512 -5.778 4.522
5 N 0.609 -6.203 3.651
6 C 1.483 -5.068 3.299
7 C 0.648 -3.859 2.676
8 O -0.411 -4.474 1.910
9 C -0.586 -3.739 0.685
10 H 1.746 -5.703 7.925
11 H 1.333 -4.799 6.461
12 H 2.148 -6.479 6.459
13 H -1.758 -6.477 6.034
14 H -0.440 -7.649 5.562
15 H -0.546 -4.736 4.842
16 H -1.448 -6.036 4.026
17 H 0.344 -6.416 2.699
18 H 2.279 -5.432 2.650
19 H 2.041 -4.768 4.186
20 H 1.404 -3.303 2.123
21 H 0.289 -3.210 3.475
22 H -1.067 -2.792 0.927
23 H -1.511 -4.083 0.221
24 H 0.334 -3.715 0.101
25 C -8.140 2.010 -7.140
26 O -7.253 0.959 -7.219
27 C -5.902 1.259 -6.882
28 C -5.115 -0.047 -6.798
29 N -3.664 0.066 -6.771
30 C -3.036 -1.147 -6.884
31 C -2.673 -1.678 -5.378
32 O -2.988 -3.042 -5.107
33 C -2.066 -3.954 -5.846
34 H -8.062 2.762 -7.926
35 H -8.208 2.498 -6.168
36 H -9.135 1.627 -7.366
37 H -5.695 1.715 -5.914
38 H -5.504 2.035 -7.536
39 H -5.370 -0.509 -7.751
40 H -5.346 -0.659 -5.926
41 H -3.585 0.629 -7.606
42 H -2.094 -1.145 -7.434
43 H -3.647 -1.870 -7.423
44 H -3.257 -1.082 -4.677
45 H -1.665 -1.512 -5.000
46 H -2.201 -4.919 -5.358
47 H -0.999 -3.814 -5.670
48 H -2.228 -4.262 -6.879
49 C 0.537 0.505 3.181
50 O 0.081 1.176 2.010
51 C -1.316 1.150 1.933
52 C -1.795 1.667 0.635
53 N -1.065 1.149 -0.555
54 C -1.752 -0.054 -0.983
55 C -0.686 -0.899 -1.795
56 O -1.140 -2.193 -1.896
57 C -0.295 -3.161 -2.620
58 H 0.120 0.996 4.060
59 H 1.607 0.637 3.021
60 H 0.335 -0.566 3.180
61 H -1.866 1.746 2.662
62 H -1.808 0.187 2.076
63 H -1.554 2.730 0.637
64 H -2.861 1.449 0.572
65 H -0.171 0.920 -0.145
66 H -2.587 0.235 -1.621
67 H -2.068 -0.627 -0.111
68 H 0.259 -0.878 -1.251
69 H -0.428 -0.439 -2.749
70 H -0.544 -4.090 -2.109
71 H 0.772 -3.211 -2.402
72 H -0.475 -3.102 -3.694
73 C -3.443 -1.193 4.726
74 O -2.758 -1.615 5.928
75 C -1.368 -1.383 5.826
76 C -0.805 -1.766 7.189
77 N 0.665 -2.030 7.243
78 C 1.506 -1.055 6.641
79 C 2.940 -1.528 6.869
80 O 3.968 -0.923 6.042
81 C 3.757 -0.869 4.692
82 H -4.372 -1.723 4.936
83 H -2.990 -1.687 3.866
84 H -3.584 -0.117 4.622
85 H -1.167 -0.350 5.542
86 H -1.080 -2.041 5.006
87 H -1.376 -2.535 7.708
88 H -0.980 -0.905 7.833
89 H 0.940 -2.054 8.214
90 H 1.433 -0.067 7.095
91 H 1.193 -0.939 5.603
92 H 3.020 -2.615 6.880
93 H 3.192 -1.323 7.909
94 H 3.780 -1.900 4.340
95 H 4.670 -0.520 4.209
96 H 2.950 -0.189 4.419
97 C -0.859 3.693 6.204
98 O 0.250 4.418 5.744
99 C -0.014 5.806 5.384
100 C -1.132 5.954 4.355
101 N -0.729 5.224 3.130
102 C 0.227 5.888 2.221
103 C 0.916 4.774 1.523
104 O 1.968 4.291 2.324
105 C 2.557 3.260 1.645
106 H -1.440 4.100 7.031
107 H -0.676 2.637 6.401
108 H -1.564 3.622 5.375
109 H 0.933 6.252 5.079
110 H -0.301 6.341 6.289
111 H -1.446 6.951 4.047
112 H -2.062 5.535 4.738
113 H -0.239 4.446 3.546
114 H 0.995 6.368 2.827
115 H -0.308 6.512 1.506
116 H 1.420 5.158 0.636
117 H 0.215 3.969 1.305
118 H 3.411 3.076 2.297
119 H 3.144 3.566 0.779
120 H 1.941 2.374 1.491
121 C -1.005 2.380 -4.086
122 O -0.827 3.800 -3.882
123 C -0.426 4.065 -2.528
124 C 0.911 3.509 -2.121
125 N 1.994 3.910 -3.024
126 C 2.685 5.065 -2.472
127 C 3.862 5.354 -3.433
128 O 3.281 5.699 -4.646
129 C 4.343 5.887 -5.672
130 H -0.010 2.102 -4.434
131 H -1.780 2.212 -4.834
132 H -1.099 1.775 -3.184
133 H -1.181 3.658 -1.855
134 H -0.435 5.134 -2.315
135 H 0.762 2.437 -2.247
136 H 1.072 3.929 -1.128
137 H 1.586 4.229 -3.891
138 H 2.938 4.739 -1.463
139 H 2.042 5.935 -2.335
140 H 4.451 4.455 -3.615
141 H 4.620 6.029 -3.035
142 H 3.900 6.003 -6.661
143 H 5.208 5.224 -5.682
144 H 4.869 6.787 -5.351
145 C 3.081 -5.338 -5.173
146 C 2.604 -3.819 -5.309
147 O 1.644 -3.852 -6.360
148 O 1.915 -6.224 -4.968
149 H 3.729 -5.321 -4.297
150 H 3.629 -5.610 -6.074
151 H 3.437 -3.305 -5.787
152 H 2.262 -3.331 -4.397
153 H 1.960 -3.983 -7.258
154 H 1.160 -5.857 -5.435
155 C 2.912 0.453 -2.653
156 C 3.746 -0.755 -2.927
157 O 5.230 -0.469 -2.893
158 O 3.202 1.399 -3.677
159 H 2.985 1.100 -1.778
160 H 1.867 0.165 -2.765
161 H 3.342 -1.160 -3.854
162 H 3.483 -1.558 -2.238
163 H 5.389 0.136 -3.622
164 H 2.747 2.198 -3.401

The total charge is +1. The value obtained for the HOMO energy (spin up / spin down) is -10.239 / -10.239 eV. Its maximum force is 0.0924 hartree/bohr. Its spin multiplicity is 2. Its total energy is -3116.72554 a.u.